Record 1
Below is 11 unconnected molecules or ions with the total composition C38H70O26, with properties calculated with the ωB97M-V functional and the def2-TZVPD basis.

Calculated values
Multiplicity: 1
HOMO energy in eV: -9.2
Kohn-Sham gap in eV: 9.725
Calculated total energy in hartree: -3446.1952

XYZ file:
```
134
Properties=species:S:1:pos:R:3:mulliken_charge:R:1
C -2.99990 4.42810 -0.59744 -0.942
O -2.53106 5.50789 0.23508 -0.154
C -2.78307 6.73724 -0.21559 0.740
O -2.71868 7.06729 -1.36883 -0.600
O -3.08509 7.51781 0.80786 -0.338
C -2.85182 8.92432 0.62987 -0.711
H -4.08539 4.50446 -0.62388 0.538
H -2.66928 3.51809 -0.10633 0.230
H -2.56148 4.46593 -1.59365 0.430
H -3.08544 9.18937 -0.40217 0.364
H -1.79087 9.11461 0.78396 0.261
H -3.50241 9.44358 1.31917 0.263
C -3.71945 -2.65824 2.92594 -0.346
O -3.45208 -4.03695 3.14030 -0.401
C -3.11304 -4.73040 2.06817 0.865
O -3.11464 -4.33646 0.92835 -0.482
O -2.77276 -5.95087 2.45179 -0.407
C -2.36593 -6.84392 1.40298 -0.481
H -2.77683 -2.12884 2.77335 0.144
H -4.15261 -2.19245 3.80665 0.325
H -4.36722 -2.49483 2.07055 0.125
H -1.67655 -6.32401 0.74211 0.135
H -3.25963 -7.15783 0.86426 0.294
H -1.88665 -7.68783 1.88337 0.224
C 2.40088 3.03983 -6.06095 -0.601
O 2.52116 1.61591 -6.04428 -0.411
C 1.98416 0.96661 -5.00745 0.796
O 1.71915 1.44413 -3.93665 -0.420
O 1.90243 -0.30789 -5.33453 -0.394
C 1.47716 -1.17099 -4.28171 -0.176
H 1.84531 3.39779 -5.19894 0.247
H 1.84765 3.31992 -6.96150 0.261
H 3.39145 3.47723 -6.15185 0.259
H 2.26122 -1.23692 -3.53104 0.172
H 1.25431 -2.12070 -4.75719 0.341
H 0.56156 -0.82341 -3.79832 -0.037
C -0.66851 -2.20592 0.61671 -0.396
O -0.16005 -1.32729 -0.38642 -0.262
C -0.23879 -0.02947 -0.11372 0.048
O -0.38982 0.45867 0.97671 -0.554
O -0.08197 0.61146 -1.27230 0.975
C 0.12781 2.04161 -1.23368 -1.299
H -0.74166 -3.20350 0.19368 -0.216
H -1.67578 -1.91016 0.88381 0.142
H 0.01981 -2.29232 1.45861 0.471
H 1.13074 2.20661 -0.84177 0.432
H -0.62491 2.57126 -0.66064 0.300
H 0.15652 2.30523 -2.28654 0.129
C -0.61126 2.32265 3.67361 -0.703
O -1.13698 3.66252 3.52014 -0.255
C -0.62532 4.62354 4.28045 0.809
O -0.89378 5.77894 4.10470 -0.577
O 0.21614 4.15919 5.20508 -0.325
C 0.68473 5.12524 6.14234 -0.694
H -0.76590 1.96567 4.68491 0.412
H 0.42059 2.30508 3.33194 0.297
H -1.18385 1.72789 2.96791 0.222
H 1.44653 5.77502 5.71939 0.279
H 1.12179 4.54510 6.95536 0.251
H -0.12691 5.70164 6.58261 0.295
C 5.79011 -4.34404 6.46489 -0.680
O 5.16222 -4.65485 5.23558 -0.333
C 3.89700 -4.25656 5.08493 0.745
O 3.29299 -3.56211 5.85132 -0.564
O 3.44469 -4.76988 3.94368 -0.245
C 2.04330 -4.59944 3.66543 -0.407
H 6.43898 -3.46927 6.38081 0.260
H 6.46020 -5.17676 6.67678 0.233
H 5.07365 -4.18678 7.26507 0.346
H 1.70976 -5.62482 3.49371 0.250
H 1.94577 -4.05440 2.73046 -0.017
H 1.42114 -4.17738 4.44650 0.410
O -4.53040 -0.90661 0.20751 -0.671
C -4.24690 -1.71638 -0.62734 0.357
C -5.12592 -2.82355 -1.18028 -0.534
C -4.37159 -3.26260 -2.41949 -0.669
C -2.93858 -2.91211 -2.08631 -0.308
O -3.02598 -1.79696 -1.17194 0.345
H -5.20678 -3.64982 -0.47273 0.076
H -6.12872 -2.42412 -1.31964 0.455
H -4.46037 -4.28499 -2.78671 0.475
H -4.66092 -2.66325 -3.28719 0.183
H -2.30266 -3.65866 -1.60883 0.132
H -2.36463 -2.53335 -2.93534 0.323
O 3.62140 4.74883 -1.02311 -0.604
C 2.58794 5.22853 -0.66106 0.504
C 2.08667 6.64643 -0.80721 -0.747
C 0.85417 6.67931 0.11806 -0.250
C 0.43027 5.21679 0.10343 -0.129
O 1.67115 4.49219 0.01586 -0.197
H 2.83752 7.40991 -0.65015 0.390
H 1.63728 6.76654 -1.79858 0.263
H 1.05260 7.04613 1.12794 0.267
H 0.07796 7.35730 -0.24056 0.167
H -0.14768 4.96971 0.97881 0.511
H -0.11250 5.03028 -0.82898 -0.214
O 0.68763 -5.12057 0.58265 -0.307
C 1.53458 -5.85637 0.18825 0.334
C 3.00409 -5.57594 0.04368 -0.307
C 3.58136 -6.98430 -0.00730 -0.662
C 2.47419 -7.71015 -0.78765 -0.521
O 1.27960 -7.09797 -0.28405 -0.375
H 3.24033 -5.01507 -0.86435 0.292
H 3.48787 -4.99700 0.83172 0.286
H 4.59874 -7.06292 -0.38404 0.402
H 3.60583 -7.47365 0.97004 0.236
H 2.52624 -7.58441 -1.86676 0.272
H 2.48938 -8.75834 -0.50167 0.349
C -3.36470 1.66327 -2.95623 -0.025
C -2.29220 1.08057 -3.88394 0.459
C -3.08176 0.22784 -4.87688 -0.739
O -4.15486 -0.27885 -4.07144 -0.384
C -4.61205 0.80963 -3.26308 -0.567
H -3.59625 2.72571 -3.05153 0.246
H -3.11952 1.50490 -1.90279 -0.068
H -1.75024 0.36952 -3.25546 -0.560
H -1.56550 1.78822 -4.27883 0.447
H -2.49520 -0.61700 -5.23318 0.333
H -3.56020 0.74707 -5.71747 0.307
H -5.12033 0.47224 -2.36454 0.221
H -5.29909 1.32823 -3.94572 0.352
C 4.31180 0.79757 0.10501 -0.343
C 3.09087 -0.08218 0.43684 0.331
C 2.97265 -0.95329 -0.80518 0.680
O 4.32402 -1.22241 -1.17750 -0.535
C 5.10380 -0.05884 -0.88763 -0.621
H 4.81302 1.03024 1.04678 0.397
H 4.04720 1.77000 -0.31049 -0.067
H 2.20188 0.54984 0.45089 -0.339
H 3.21742 -0.66921 1.34060 0.347
H 2.40444 -0.47392 -1.60946 -0.542
H 2.48178 -1.89714 -0.56029 0.089
H 5.26236 0.44463 -1.85213 0.314
H 6.11396 -0.29941 -0.54659 0.253
```

Record 2
Below is 2 unconnected molecules or ions with the total composition H4O2, with properties calculated with the ωB97M-V functional and the def2-TZVPD basis.

Calculated values
Multiplicity: 1
Energy relative to the best compared isomer or geometry (same formula, charge and spin) in kcal/mol: 6.5
HOMO energy in eV: -11.4
Kohn-Sham gap in eV: 12.098
Calculated total energy in hartree: -152.8646

XYZ file:
```
6
Properties=species:S:1:pos:R:3:mulliken_charge:R:1
O -1.99733 0.71854 -2.96425 -0.636
H -2.13132 1.20696 -2.12061 0.325
H -1.29052 0.06433 -2.76255 0.309
O -0.67453 -2.70128 -4.62902 -0.636
H -0.15970 -3.31236 -5.20329 0.319
H -0.22447 -2.74403 -3.75504 0.319
```

Record 3
Below is a molecular structure, C11H14Cl2N4S2Tl, with properties calculated with the ωB97M-V functional and the def2-TZVPD basis.

Calculated values
Multiplicity: 1
HOMO energy in eV: -11.0
Net charge: +1
Kohn-Sham gap in eV: 8.267
Calculated total energy in hartree: -2535.6942

XYZ file:
```
34
Properties=species:S:1:pos:R:3:mulliken_charge:R:1
Tl 0.14918 0.38016 -0.56722 0.541
S 2.46678 -1.57844 0.13568 -0.385
C 3.98308 -1.05464 -0.30732 0.111
N 4.98608 -0.86114 0.55488 -0.112
C 6.19318 -0.37474 -0.08032 -0.406
C 5.81108 -0.38694 -1.57482 -0.411
N 4.40498 -0.75204 -1.54512 -0.105
H 4.89398 -0.99224 1.54548 0.177
H 7.03748 -1.03044 0.14358 0.283
H 6.43538 0.63296 0.27368 0.259
H 6.39808 -1.11374 -2.14442 0.283
H 5.92938 0.59566 -2.03832 0.262
H 3.89998 -1.00234 -2.37592 0.228
Cl -0.89632 -1.44304 1.65278 -0.091
C -0.30492 -0.45824 3.00128 -0.339
Cl 0.06798 1.16436 2.40198 -0.119
H 0.61218 -0.91284 3.37748 0.328
H -1.08312 -0.39274 3.76318 0.341
N -2.58052 -2.49394 -1.51132 -0.392
C -3.10902 -1.33474 -1.09532 0.500
N -2.42752 -0.27694 -0.77112 -0.314
C -3.25912 0.75876 -0.39572 0.583
C -2.86192 2.01726 0.04228 -0.305
C -3.82722 2.92986 0.41928 -0.887
C -5.18122 2.61666 0.35718 -0.494
C -5.59742 1.37656 -0.08872 -0.548
C -4.63162 0.45906 -0.45432 0.634
S -4.85712 -1.18094 -1.00532 -0.259
H -1.58552 -2.63854 -1.48262 0.189
H -3.18232 -3.28804 -1.64032 0.210
H -1.80812 2.26606 0.10188 0.041
H -3.52132 3.90086 0.77388 0.398
H -5.91092 3.34166 0.68108 0.392
H -6.64342 1.12676 -0.14722 0.408
```

Record 4
Below is a molecular structure, C19H35AgCl2P, with properties calculated with the ωB97M-V functional and the def2-TZVPD basis.

Calculated values
Multiplicity: 1
HOMO energy in eV: -12.8
Net charge: +1
Kohn-Sham gap in eV: 9.914
Calculated total energy in hartree: -2153.4299

XYZ file:
```
58
Properties=species:S:1:pos:R:3:mulliken_charge:R:1
Ag 0.44831 -2.86580 -0.02486 -0.808
C -2.64943 1.31938 2.94406 -0.701
C -1.30579 0.73502 3.45432 -0.799
C -0.15788 0.64470 2.37598 -0.736
C -0.72826 0.45583 0.97360 1.307
C -2.08746 -0.25286 0.91300 -0.899
C -3.19683 0.51178 1.72457 -0.830
P 0.40742 -0.56585 -0.13042 0.150
C -0.02473 -0.00864 -1.88155 0.647
C -1.08734 -0.98619 -2.53419 -0.717
C -1.70966 -0.44351 -3.84920 -1.015
C -2.41780 0.90148 -3.62108 -0.800
C -1.89315 1.70971 -2.45082 -0.481
C -0.39815 1.47402 -2.03529 -0.976
C 2.19155 0.09260 -0.04718 1.040
C 2.90322 -0.63461 1.15380 -0.792
C 4.40827 -0.32712 1.34701 -1.004
C 4.83188 1.09044 0.89593 -0.647
C 3.59528 2.04145 0.90746 -0.844
C 2.46926 1.60562 -0.06464 -0.755
H -2.49427 2.37339 2.63921 0.301
H -3.40751 1.34731 3.75396 0.407
H -1.51869 -0.29374 3.78734 0.314
H -0.88206 1.36653 4.27195 0.450
H 0.50244 -0.16484 2.70722 0.125
H 0.39717 1.62382 2.43680 0.191
H -0.80862 1.42208 0.46658 0.358
H -2.07410 -1.29821 1.28956 0.239
H -2.39059 -0.35535 -0.14128 -0.097
H -3.92367 -0.23407 2.10380 0.413
H -3.64755 1.21572 1.03093 0.230
H 0.88711 -0.26077 -2.43928 0.672
H -1.87133 -1.25890 -1.83268 0.295
H -0.53251 -1.92718 -2.74852 0.429
H -2.40783 -1.15615 -4.22106 0.438
H -0.89042 -0.36656 -4.59212 0.344
H -3.50374 0.73295 -3.56579 0.344
H -2.27929 1.48644 -4.57094 0.268
H -2.55971 1.62244 -1.56125 -0.102
H -1.98906 2.79931 -2.67416 0.551
H -0.23013 1.98830 -1.11834 0.273
H 0.20655 1.96421 -2.79037 0.483
H 2.59343 -0.41852 -0.98385 0.423
H 2.79840 -1.73497 1.05019 0.365
H 2.36727 -0.35648 2.05594 0.077
H 4.95897 -1.10565 0.79134 0.317
H 4.57250 -0.50855 2.40446 0.371
H 5.28687 1.00218 -0.09805 0.342
H 5.54126 1.51377 1.59707 0.389
H 3.91296 3.06239 0.62278 0.462
H 3.17600 2.08978 1.92467 0.254
H 2.73168 1.89145 -1.11076 0.271
H 1.51993 2.03627 0.10273 0.240
Cl -1.90333 -5.45248 -1.80942 -0.090
C -1.60681 -5.34293 -0.03917 -0.098
Cl 0.09512 -5.20792 0.50182 -0.064
H -2.07949 -6.18407 0.42384 0.347
H -2.14565 -4.40851 0.28436 0.125
```

Record 5
Below is C6H5N in the gas phase, with properties calculated with the ωB97M-V functional and the def2-TZVPD basis.

Calculated values
Multiplicity: 1
Energy relative to the best compared isomer or geometry (same formula, charge and spin) in kcal/mol: 122.4
HOMO energy in eV: -8.5
Kohn-Sham gap in eV: 9.341
Calculated total energy in hartree: -286.1481

XYZ file:
```
12
Properties=species:S:1:pos:R:3:mulliken_charge:R:1
C 1.36702 1.79600 -0.55935 0.232
C 0.64595 0.83853 -0.48270 -0.766
C 1.57336 -1.80548 -0.29221 -0.334
N 0.43366 -1.41734 0.21513 -0.159
C -0.31107 -0.26906 -0.34233 0.282
C -1.41996 0.16326 0.51056 -1.010
C -2.30747 0.58253 1.20603 0.289
H 1.97155 2.67039 -0.61827 0.426
H 1.63293 -1.32357 -1.29428 0.168
H 0.20237 -1.64465 1.17821 0.233
H -0.69129 -0.56483 -1.32767 0.216
H -3.09706 0.97421 1.80688 0.421
```

Record 6
Below is C3H5N3O in the gas phase, with properties calculated with the ωB97M-V functional and the def2-TZVPD basis.

Calculated values
Multiplicity: 1
Energy relative to the best compared isomer or geometry (same formula, charge and spin) in kcal/mol: 116.1
HOMO energy in eV: -8.9
Kohn-Sham gap in eV: 9.699
Calculated total energy in hartree: -356.6724

XYZ file:
```
12
Properties=species:S:1:pos:R:3:mulliken_charge:R:1
O 1.83024 -1.40125 0.35189 -0.500
C 1.72681 -0.78209 -0.89528 -0.222
C -0.49936 -0.20358 -0.42321 0.698
N -1.55167 -0.27567 0.23102 -0.685
N -1.90585 0.93752 0.85543 0.194
C -1.17392 2.00806 0.78106 -0.486
N 0.42839 -0.21662 -1.19730 -0.325
H 1.33035 -2.22908 0.34300 0.329
H 1.93117 -1.47062 -1.72245 0.275
H 2.45002 0.03251 -0.90711 0.279
H -2.82235 0.81113 1.27428 0.264
H -1.74384 2.78969 1.30867 0.180
```

Record 7
Below is 2 unconnected molecules or ions with the total composition C6H13N2O2S, with properties calculated with the ωB97M-V functional and the def2-TZVPD basis.

Calculated values
Multiplicity: 1
Energy relative to the best compared isomer or geometry (same formula, charge and spin) in kcal/mol: 71.6
HOMO energy (spin up / spin down) in eV: -1.6 / -4.2
Net charge: -1
Kohn-Sham gap (spin up / spin down) in eV: 5.179 / 7.877
Calculated total energy in hartree: -894.4895

XYZ file:
```
24
Properties=species:S:1:pos:R:3:mulliken_charge:R:1
C -0.04658 -0.93915 2.29795 -0.673
C 0.75045 0.35658 2.51627 -0.286
C -0.28961 -0.88689 0.70660 -0.497
C 0.84147 1.03747 1.18522 -0.440
C -1.41846 1.21370 -2.95588 -1.295
C -1.37896 0.35705 -1.62030 -0.216
N -0.28944 0.49258 0.44267 0.457
N -0.41831 1.05495 -0.83784 -0.808
O 1.75875 -2.37155 -2.02176 -0.582
O 3.19321 -1.82406 -0.05686 -0.578
S 2.25052 -1.32442 -1.10076 0.299
H 0.43920 -1.79694 2.79070 0.365
H -1.09144 -0.79622 2.74513 0.229
H 0.10951 0.98075 3.17977 0.194
H 1.88450 0.19036 2.95475 0.300
H 0.51951 -1.60974 0.23446 -0.015
H -1.33571 -1.26647 0.64959 0.452
H 0.82972 2.18435 1.14701 0.343
H 1.80008 0.70969 0.59600 0.076
H -2.25312 0.90768 -3.62005 0.358
H -1.81864 2.26039 -2.80720 0.268
H -0.45244 1.24623 -3.24321 0.420
H -2.39433 0.53420 -1.29780 0.301
H -1.18988 -0.71056 -1.88445 0.330
```